a | 9
Properties=species:S:1:pos:R:3 method="wB97M-V/def2-TZVPD" homo_energy_ev=-8.07 gap_ev=8.822 spin_multiplicity=1
N -0.02035 0.73564 -0.72027
C 0.12753 -0.60026 -0.99816
C 0.26724 -1.37508 0.14970
C 0.20857 -0.33445 1.11070
N 0.03482 1.00378 0.56982
H -0.26689 1.48746 -1.35073
H 0.10911 -0.89236 -2.04454
H -0.89567 0.32523 1.10876
H 0.43563 -0.34997 2.17472

***

b | 9
Properties=species:S:1:pos:R:3 method="wB97M-V/def2-TZVPD" homo_energy_ev="-8.01 / -8.08" gap_ev="8.086 / 7.903" spin_multiplicity=1
C 1.78172 0.12785 0.08932
C -1.21752 -0.97130 -0.01889
C 0.69782 0.98821 -0.07777
N 2.60421 -0.67531 -0.02471
N -0.50801 0.27169 0.00790
H -0.66679 -1.82797 0.43604
H -2.34409 -0.92479 -0.06691
H 0.81440 2.05004 -0.38589
H -1.16175 0.96159 0.04090

***

c | 9
Properties=species:S:1:pos:R:3 method="wB97M-V/def2-TZVPD" homo_energy_ev=-9.36 gap_ev=9.579 spin_multiplicity=1
H -0.86817 -2.10347 0.03591
N -1.40944 -1.29250 -0.04731
C -0.58057 -0.26845 0.02052
N -1.01006 1.09180 -0.01204
C 0.80081 -0.24852 0.24452
C 2.04893 -0.12695 -0.09228
H -0.13548 1.73138 -0.10894
H -1.90934 1.63735 0.08557
H 3.06332 -0.42063 -0.12595

***

If we sort the structures by their calculated energies, the order from most to least stable is c, b, a.